Record 1
# C3H5BrS

C3H5BrS in the gas phase in a non-equilibrium geometry (the ωB97M-V functional and the def2-TZVPD basis, the Open Molecules 2025 dataset).

```
10
Properties=species:S:1:pos:R:3:forces:R:3
C 0.152 1.640 1.095 -1.9 0.5 -0.8
C 0.968 0.376 -0.683 0.5 -0.6 2.2
C -0.025 -0.762 -0.926 -0.5 1.0 0.0
S 0.496 2.053 -0.551 0.3 -0.2 -0.4
Br 2.880 -0.100 -0.214 -1.7 0.3 -0.6
H -0.923 1.817 1.455 1.8 -0.8 -0.4
H 0.989 1.710 1.743 0.4 -0.3 0.6
H -1.025 -0.508 -0.438 1.3 -0.2 -1.0
H 0.215 -1.794 -0.666 0.6 0.4 0.4
H -0.048 -0.747 -2.025 -0.8 -0.2 0.1
```
Positions in Å, forces in eV/Å.

Summary:
Total energy in Ha: -3089.37019
E_LUMO (alpha / beta) in eV: -0.1928 / -0.4356
Energy relative to the best compared isomer or geometry (same formula, charge and spin) in eV: 3.233
HOMO energy (alpha / beta) in hartree: -0.3161 / -0.3018

=====

Record 2
# C3H5CeO4

C3H5CeO4 as an isolated structure in a non-equilibrium geometry (the ωB97M-V functional and the def2-TZVPD basis, the Open Molecules 2025 dataset).

```
13
Properties=species:S:1:pos:R:3:forces:R:3
O 0.083 1.104 -0.080 0.9 -0.6 0.3
C 0.895 -0.045 0.322 -1.7 0.8 -0.3
C -1.287 0.783 0.112 -0.4 0.0 0.3
O 1.799 0.161 1.233 2.0 -0.1 -0.2
O -0.016 -1.055 0.623 0.7 0.1 0.2
C -1.281 -0.738 0.064 -0.3 0.0 -0.2
H -1.883 1.239 -0.686 0.2 -0.1 0.2
H -1.625 1.153 1.093 0.1 -0.1 -0.3
H -1.348 -1.111 -0.970 0.0 0.0 0.2
H -2.062 -1.198 0.679 0.2 0.1 -0.2
Ce 4.006 -0.033 0.164 -2.8 0.1 0.7
O 1.616 -0.349 -0.906 0.2 0.4 -1.8
H 1.105 0.089 -1.648 0.8 -0.8 1.1
```
Positions in Å, forces in eV/Å.

Summary:
Total energy in Ha: -893.09613
E_LUMO (alpha / beta) in eV: -4.9015 / -5.1518
Energy relative to the best compared isomer or geometry (same formula, charge and spin) in eV: 0.984
HOMO energy (alpha / beta) in hartree: -0.4090 / -0.4785
2S+1: 3
Charge: +1

=====

Record 3
# C3H5Cl

C3H5Cl in the gas phase in a non-equilibrium geometry (the ωB97M-V functional and the def2-TZVPD basis, the Open Molecules 2025 dataset).

```
9
Properties=species:S:1:pos:R:3:forces:R:3
C -0.437 -1.492 -0.240 3.8 3.6 0.6
C -0.715 -0.218 -0.057 -2.6 0.8 -1.4
C 0.096 1.044 -0.010 1.2 -2.4 0.0
Cl -2.774 0.205 0.073 3.2 -0.6 -0.1
H -1.110 -2.196 -0.115 -3.3 -3.4 0.2
H 0.633 -1.790 -0.217 -0.7 0.3 -0.3
H 0.940 1.191 -0.676 -0.2 -0.9 -1.0
H -0.391 1.944 -0.061 -1.7 1.8 0.5
H 0.638 0.860 0.879 0.4 0.8 1.6
```
Positions in Å, forces in eV/Å.

Summary:
Total energy in Ha: -577.42402
E_LUMO in eV: 0.4210
Energy relative to the best compared isomer or geometry (same formula, charge and spin) in eV: 1.338
HOMO energy in hartree: -0.3684
Structure (SMILES): C=C(C)Cl

=====

Record 4
# C3H5Cl2F

C3H5Cl2F in the gas phase in a non-equilibrium geometry (the ωB97M-V functional and the def2-TZVPD basis, the Open Molecules 2025 dataset).

```
11
Properties=species:S:1:pos:R:3:forces:R:3
F 0.316 -1.657 -0.329 -1.1 -4.2 -2.1
C 0.900 -0.799 0.381 2.6 3.3 1.5
Cl 2.499 -0.277 -0.455 -0.3 0.0 -0.5
C -0.012 0.375 0.480 1.8 3.6 1.4
C -0.938 0.522 -0.645 -1.6 0.2 -0.1
Cl -2.284 -0.637 -0.272 -0.3 0.1 -0.8
H 1.445 -1.119 1.259 -1.0 -0.6 0.6
H -0.690 0.421 1.338 0.8 -0.3 0.5
H 0.675 1.310 0.478 -1.2 -1.3 0.4
H -0.476 0.366 -1.592 0.0 -0.5 -0.8
H -1.435 1.496 -0.642 0.3 -0.2 0.0
```
Positions in Å, forces in eV/Å.

Summary:
Total energy in Ha: -1137.52826
E_LUMO in eV: 0.8717
Energy relative to the best compared isomer or geometry (same formula, charge and spin) in eV: 0.770
HOMO energy in hartree: -0.3979
Structure (SMILES): F[C@@H](Cl)CCCl

=====

Record 5
# C3H5Cl2N2

An isolated ion of composition C3H5Cl2N2 and charge +1 in a non-equilibrium geometry (the ωB97M-V functional and the def2-TZVPD basis, the Open Molecules 2025 dataset).

```
12
Properties=species:S:1:pos:R:3:forces:R:3
C -1.212 -0.709 0.041 -3.4 0.4 0.0
C 1.160 -0.245 0.084 -1.5 0.1 -0.9
C 0.748 1.159 0.005 -2.5 1.7 -2.8
N 0.008 -1.039 0.434 2.6 -1.5 -0.1
N -1.561 0.483 -0.119 4.0 1.9 0.0
Cl 1.815 -0.516 -1.619 0.0 -0.6 1.1
Cl 0.751 2.285 1.214 0.4 -0.5 -0.3
H -2.075 -1.357 -0.031 0.6 -1.5 0.3
H 1.871 -0.371 0.849 1.4 -0.4 0.6
H 0.634 1.428 -1.134 0.1 0.5 2.7
H 0.296 -1.993 0.641 -0.8 0.1 -0.1
H -2.436 0.876 -0.366 -0.9 -0.2 -0.4
```
Positions in Å, forces in eV/Å.

Summary:
Total energy in Ha: -1146.85068
E_LUMO in eV: -6.2964
Energy relative to the best compared isomer or geometry (same formula, charge and spin) in eV: 3.301
HOMO energy in hartree: -0.5501
Charge: +1

=====

Record 6
# C3H5Cl2NO2

A 3-piece molecular cluster, C3H5Cl2NO2 overall in a non-equilibrium geometry (the ωB97M-V functional and the def2-TZVPD basis, the Open Molecules 2025 dataset).

```
13
Properties=species:S:1:pos:R:3:forces:R:3
H -1.067 0.734 -1.013 1.2 0.0 -2.0
N -1.332 0.434 -0.129 -1.9 0.3 2.1
C -0.593 -0.138 0.671 -0.8 -0.5 1.8
C 0.716 -0.710 0.422 1.9 1.3 -1.6
Cl -1.143 -0.351 2.426 0.3 0.2 -1.7
H 0.974 -1.585 1.036 0.0 0.5 -0.4
H 1.408 0.190 0.573 -0.4 -1.5 0.2
H 0.752 -0.848 -0.706 0.2 -0.5 1.4
O -2.925 -2.226 0.043 -2.9 -0.7 4.8
C -2.351 -2.100 -0.902 0.7 0.1 -1.4
O -1.763 -1.983 -1.859 2.2 0.4 -3.5
Cl -4.004 1.708 -0.314 0.6 -0.9 -0.1
H -2.921 0.834 -0.232 -0.9 1.2 0.3
```
Positions in Å, forces in eV/Å.

Summary:
Total energy in Ha: -1242.93988
E_LUMO in eV: 0.3076
Energy relative to the best compared isomer or geometry (same formula, charge and spin) in eV: 0.000
HOMO energy in hartree: -0.3850
Structure (SMILES): [H]/N=C(\C)Cl.O=C=O.Cl

=====

Record 7
# C3H5Cl2NS

A 2-piece molecular cluster, C3H5Cl2NS overall in a non-equilibrium geometry (the ωB97M-V functional and the def2-TZVPD basis, the Open Molecules 2025 dataset).

```
12
Properties=species:S:1:pos:R:3:forces:R:3
S -1.251 -1.677 -0.406 -0.3 -1.2 -0.5
N -1.068 -0.718 0.926 0.4 -0.1 0.5
C -1.529 0.480 1.037 -0.6 -2.1 -2.6
Cl -2.542 1.203 -0.087 0.1 0.0 -0.4
H -0.522 -1.096 1.742 -0.8 0.7 -1.0
H -1.520 0.906 1.922 0.5 2.3 4.1
C 1.548 -0.610 -0.890 0.0 2.9 2.1
C 1.160 0.679 -0.962 1.2 -2.4 -2.0
Cl 1.146 1.854 0.248 0.0 0.5 1.0
H 1.769 -1.229 -1.732 -0.3 -0.3 -0.2
H 1.790 -0.860 0.140 0.2 -1.0 -0.3
H 1.017 1.067 -1.938 -0.5 0.7 -0.7
```
Positions in Å, forces in eV/Å.

Summary:
Total energy in Ha: -1490.53031
E_LUMO (alpha / beta) in eV: 0.1621 / 0.1628
Energy relative to the best compared isomer or geometry (same formula, charge and spin) in eV: 2.913
HOMO energy (alpha / beta) in hartree: -0.2815 / -0.2816
Structure (SMILES): [S-]/[NH+]=C\Cl.C=CCl

=====

Record 8
# C3H5Cl3

C3H5Cl3 in the gas phase in a non-equilibrium geometry (the ωB97M-V functional and the def2-TZVPD basis, the Open Molecules 2025 dataset).

```
11
Properties=species:S:1:pos:R:3:forces:R:3
Cl 0.508 -2.402 0.518 0.2 0.7 -0.6
C -0.626 -1.099 -0.212 3.0 -0.6 -3.6
C -0.458 0.238 0.382 0.6 1.4 2.6
C 0.817 1.108 -0.006 -2.9 -1.8 -1.5
Cl 2.316 0.349 0.007 1.9 -1.2 0.5
Cl 0.516 1.659 -1.688 -0.2 0.3 -0.4
H -1.400 -1.619 0.131 -4.0 -1.0 1.1
H -0.668 -1.200 -1.396 0.7 0.4 2.6
H -0.577 0.090 1.527 0.9 0.3 -1.6
H -1.315 0.899 0.201 0.1 -0.3 -0.5
H 0.888 1.978 0.537 -0.1 1.8 1.5
```
Positions in Å, forces in eV/Å.

Summary:
Total energy in Ha: -1497.84994
E_LUMO in eV: 0.8045
Energy relative to the best compared isomer or geometry (same formula, charge and spin) in eV: 1.066
HOMO energy in hartree: -0.3811
Structure (SMILES): ClCCC(Cl)Cl

=====

Record 9
# C3H5ClFN3

C3H5ClFN3 in the gas phase in a non-equilibrium geometry (the ωB97M-V functional and the def2-TZVPD basis, the Open Molecules 2025 dataset).

```
13
Properties=species:S:1:pos:R:3:forces:R:3
C 0.993 -0.580 0.249 1.3 -0.2 -3.0
N -0.076 0.307 -0.297 0.4 -2.9 -1.1
N -0.306 1.414 0.425 -0.3 0.7 0.7
C -1.536 1.693 0.373 -1.6 3.1 1.6
N -2.347 0.962 -0.480 2.8 -3.4 -2.1
F -3.549 0.524 0.016 -0.2 0.2 0.6
C -1.313 -0.360 -0.705 -1.0 1.0 -1.2
Cl -1.854 -1.780 0.307 0.1 0.5 0.1
H 2.052 -0.157 -0.035 -2.1 -0.4 0.9
H 0.844 -0.719 1.322 0.2 -0.4 -0.3
H 0.947 -1.541 -0.425 0.0 1.5 1.8
H -1.950 2.671 0.792 0.6 -1.7 -0.5
H -1.308 -0.860 -1.787 -0.1 1.9 2.3
```
Positions in Å, forces in eV/Å.

Summary:
Total energy in Ha: -841.48043
E_LUMO in eV: 0.7989
Energy relative to the best compared isomer or geometry (same formula, charge and spin) in eV: 2.348
HOMO energy in hartree: -0.3286
Structure (SMILES): CN1N=CN(F)[C@@H]1Cl

=====

Record 10
# C3H5ClFNO

C3H5ClFNO as an isolated structure in a non-equilibrium geometry (the ωB97M-V functional and the def2-TZVPD basis, the Open Molecules 2025 dataset).

```
12
Properties=species:S:1:pos:R:3:forces:R:3
C 0.895 0.595 -0.343 -0.6 -3.2 3.3
C -0.087 0.535 0.898 -1.8 4.1 -0.6
C -3.046 -0.276 -0.700 4.3 1.8 2.1
H 0.482 0.539 -1.283 -1.3 0.1 -1.9
H 0.422 0.398 1.816 0.9 0.0 0.7
H -0.819 1.595 0.929 3.2 -2.4 0.2
H -3.100 -1.608 -0.509 0.1 4.6 -0.9
H -3.470 0.449 -1.587 0.4 -2.4 2.5
N -2.109 0.518 0.026 -3.9 -7.0 -3.0
O -1.089 -0.442 0.837 -2.3 2.6 -2.3
F 1.847 1.503 -0.328 0.6 0.6 0.6
Cl 1.575 -1.183 -0.143 0.4 1.0 -0.6
```
Positions in Å, forces in eV/Å.

Summary:
Total energy in Ha: -807.14584
E_LUMO in eV: -0.1888
Energy relative to the best compared isomer or geometry (same formula, charge and spin) in eV: 4.407
HOMO energy in hartree: -0.3714